[1]
# C47H37ClLiN4O2P2

A molecular structure, C47H37ClLiN4O2P2 (ωB97M-V/def2-TZVPD, OMol25).

XYZ file:
```
94
Properties=species:S:1:pos:R:3:forces:R:3
Li -0.561977 0.302494 0.649944 0.220 -0.149 0.606
O -4.177318 2.909087 5.988714 -0.004 -0.030 -0.080
C -3.867038 3.532531 4.958891 0.008 0.203 0.196
O -4.145387 4.689701 4.587233 -0.021 -0.118 -0.017
C -2.970837 2.748561 3.971524 0.042 0.016 -0.201
C -2.625086 3.316708 2.743411 -0.063 -0.029 0.139
C -1.879077 2.568388 1.858302 0.159 0.031 -0.335
N -1.456513 1.333565 2.140864 -0.036 0.116 -0.189
C -1.761469 0.790048 3.307792 0.034 -0.153 0.060
C -2.522420 1.471482 4.255303 -0.050 -0.040 0.055
C -1.250338 -0.603990 3.473286 -0.044 0.165 -0.073
C -1.144746 -1.214317 4.715205 0.048 -0.019 0.048
C -0.639582 -2.500113 4.781612 -0.006 0.004 0.046
C -0.262261 -3.136714 3.610892 0.036 -0.019 -0.036
C -0.392825 -2.446992 2.417879 0.070 0.086 0.032
N -0.871846 -1.209880 2.342413 -0.173 -0.071 -0.091
C -1.507865 3.009194 0.473178 -0.167 0.275 0.333
C -1.611593 4.441278 0.096206 0.006 -0.244 0.114
C -1.304845 4.851720 -1.129498 0.000 0.043 -0.099
C -0.860911 3.903182 -2.195826 0.037 0.070 0.072
C -0.673886 2.463817 -1.652994 -0.002 -0.029 0.185
N -1.102022 2.100299 -0.319989 0.019 -0.071 -0.397
H -2.989234 4.314192 2.540839 -0.011 0.004 -0.004
H -2.814486 1.037755 5.202543 0.007 -0.004 -0.005
H -1.423059 -0.679121 5.612008 -0.008 0.000 -0.010
H -0.525623 -2.991641 5.739120 0.000 -0.002 -0.004
H 0.152041 -4.135350 3.617420 0.000 0.004 0.011
H -0.073928 -2.886738 1.479456 -0.027 -0.015 -0.004
H -1.933113 5.143463 0.852176 0.001 -0.014 0.003
H -1.392551 5.904823 -1.378691 0.038 -0.010 -0.032
H -1.509523 3.983530 -3.071675 -0.020 0.001 -0.006
H -1.043634 1.711563 -2.349550 -0.038 -0.013 0.011
N 0.237984 -1.046413 -2.390023 0.225 -0.178 0.310
P 1.368604 -0.098973 -1.482292 -0.331 0.056 -0.174
C 1.481992 1.448035 -2.480626 -0.064 -0.038 0.228
C 1.785973 1.531947 -3.772050 0.040 0.132 -0.219
C 1.557673 2.773397 -4.539543 0.084 -0.173 0.073
C 1.030457 3.867402 -3.992370 -0.044 0.046 0.083
C 0.665439 3.948275 -2.539973 0.009 -0.017 -0.039
C 0.861348 2.612943 -1.767676 0.009 -0.086 -0.115
C 2.953531 -0.916653 -1.842981 0.070 0.024 0.031
C 3.039906 -2.236293 -2.270433 0.039 -0.077 0.003
C 4.280127 -2.840618 -2.456057 -0.042 0.033 0.022
C 5.440658 -2.133230 -2.197320 0.024 0.023 0.008
C 5.362536 -0.821299 -1.740656 -0.001 -0.022 0.002
C 4.130847 -0.219054 -1.560998 0.002 -0.024 -0.004
P -0.956143 -1.789044 -1.393752 0.057 0.024 -0.089
C -1.415387 -3.269804 -2.371852 -0.012 0.022 -0.053
C -0.979663 -3.555274 -3.662500 -0.048 -0.056 -0.011
C -1.399778 -4.709399 -4.314973 0.019 0.052 0.021
C -2.267598 -5.587671 -3.688047 -0.017 -0.014 0.031
C -2.710818 -5.312582 -2.399983 0.003 -0.005 -0.026
C -2.282284 -4.169009 -1.747664 0.024 -0.011 0.005
C -2.442723 -0.751571 -1.678645 -0.019 -0.100 -0.038
C -2.806240 -0.240720 -2.924308 0.030 0.015 0.015
C -3.914002 0.579618 -3.042054 -0.024 0.009 0.042
C -4.673082 0.893168 -1.914631 0.013 -0.001 -0.027
C -4.325562 0.381880 -0.675873 0.042 -0.020 -0.023
C -3.208174 -0.440353 -0.560348 -0.045 0.055 0.029
H 0.598303 -1.580014 -3.168467 -0.107 0.182 -0.214
H 2.174854 0.667718 -4.302081 0.011 0.019 -0.008
H 1.827200 2.779276 -5.589072 0.003 -0.029 0.000
H 0.888154 4.755477 -4.599741 -0.035 0.004 0.014
H 1.168791 4.804103 -2.083498 0.029 -0.004 0.005
H 1.302916 2.750936 -0.778641 0.015 0.008 -0.006
H 2.146530 -2.828147 -2.432162 -0.036 0.035 -0.025
H 4.330020 -3.870171 -2.787200 0.002 -0.002 -0.001
H 6.405949 -2.604808 -2.330436 0.001 0.003 0.000
H 6.265357 -0.271992 -1.507263 0.003 -0.005 -0.004
H 4.078654 0.791932 -1.175434 -0.018 0.000 -0.007
H -0.320135 -2.881932 -4.194820 0.004 0.013 -0.008
H -1.049016 -4.913615 -5.318708 -0.001 -0.003 0.000
H -2.596501 -6.484325 -4.197350 0.002 -0.002 0.004
H -3.384718 -5.995867 -1.899256 -0.002 0.001 -0.003
H -2.623152 -3.970369 -0.737027 0.014 0.020 0.000
H -2.199932 -0.470738 -3.794237 -0.011 -0.001 0.000
H -4.190273 0.983004 -4.008578 0.000 0.000 0.001
H -5.533366 1.544116 -2.007358 0.004 0.001 -0.005
H -4.902453 0.636402 0.204082 0.001 0.000 -0.001
H -2.916127 -0.818711 0.415994 0.003 -0.004 -0.016
Cl 5.574990 -0.826107 6.675956 -0.070 0.013 -0.103
C 4.563246 -0.617130 5.245825 0.023 -0.007 0.044
C 4.638546 -1.520449 4.193483 0.032 -0.043 -0.013
C 3.849608 -1.361062 3.074144 -0.016 -0.012 -0.026
C 2.923348 -0.276866 2.925251 -0.088 -0.140 0.092
C 2.113076 -0.132782 1.802160 0.162 0.195 -0.073
C 2.887650 0.619472 4.043015 -0.021 0.019 -0.027
C 3.679264 0.452458 5.158253 -0.013 0.046 0.028
H 5.325191 -2.357473 4.256763 -0.006 0.006 -0.004
H 3.932543 -2.083028 2.266920 0.001 0.004 0.004
H 2.134878 -0.862065 1.005337 0.029 -0.006 0.026
H 1.417070 0.700153 1.747280 -0.014 0.036 -0.082
H 2.204987 1.463055 4.008186 0.004 -0.004 -0.002
H 3.611846 1.158359 5.978298 -0.001 -0.003 -0.007
```
Forces are in eV/Å.

ΔE to the lowest compared entry with this formula, charge and spin   3.479 eV
Gap between HOMO and LUMO   3.994 eV
2S+1   1
E_LUMO   0.057 Eh
Total charge   -1

[2]
# C47H37F4N8OP2SSm

A molecular structure, C47H37F4N8OP2SSm (ωB97M-V/def2-TZVPD, OMol25).

XYZ file:
```
101
Properties=species:S:1:pos:R:3:forces:R:3
Sm 0.376256 -2.306153 1.667079 -0.234 0.083 -0.193
C 3.438203 0.278605 4.240983 -0.308 0.437 0.576
C 2.304705 -0.517818 3.692320 -0.603 0.590 0.084
N 2.369146 -1.187906 2.598741 1.191 0.255 -0.719
N 3.623493 -1.067130 1.968222 -0.946 0.049 1.083
C 3.730511 -1.665369 0.831895 -0.015 -0.101 -0.316
N 4.928250 -1.534071 0.233217 -0.018 0.802 1.018
S 2.493811 -2.524985 -0.029876 -0.183 -0.227 -0.451
C 0.986334 -0.522921 4.404494 1.263 0.080 -0.039
C 0.809881 0.237284 5.535065 -0.289 0.177 0.392
C -0.390884 0.103656 6.237775 0.862 0.454 0.536
C -1.353173 -0.769795 5.800063 0.270 0.580 0.060
C -1.117452 -1.399614 4.605386 0.018 -0.163 -0.299
N 0.025712 -1.314864 3.923203 -0.262 -0.134 -0.241
H 4.363240 -0.025042 3.832262 0.812 -0.594 -0.466
H 3.493166 0.141518 5.314803 -0.031 0.109 0.228
H 3.407636 1.358265 4.030660 -0.544 -0.250 0.042
H 5.637378 -1.075716 0.794993 0.008 -0.272 -0.358
H 5.165480 -2.064138 -0.557488 0.325 -0.643 -0.862
H 1.605509 0.898087 5.868496 -0.328 -0.127 0.039
H -0.521930 0.661815 7.157022 -0.079 0.018 -0.051
H -2.265842 -0.880249 6.347391 -0.389 -0.218 0.022
H -1.875567 -1.969759 4.141111 -0.645 -0.675 -0.296
F -4.857477 -1.691204 -1.745431 -0.101 -0.100 0.209
C -3.574424 -1.893865 -1.986198 0.276 -0.169 -0.291
C -2.966782 -1.081438 -2.908252 0.426 0.491 -0.458
F -3.666560 -0.073816 -3.442495 -0.205 -0.226 0.093
C -1.593293 -1.141869 -3.208362 -0.735 -0.035 0.089
C -0.887318 -2.065926 -2.465339 0.216 0.099 -0.186
C -1.471678 -2.818557 -1.461920 0.164 0.297 -0.740
F -0.637534 -3.589576 -0.740520 0.276 -0.269 0.576
C -2.820456 -2.784681 -1.194925 -0.667 0.521 -0.122
C -3.386969 -3.381314 -0.013141 -0.355 -0.121 1.443
C -2.679223 -3.134575 1.148975 0.414 -0.311 -0.659
N -1.922901 -2.858224 2.006896 -0.141 -0.116 -0.227
C -4.732874 -3.825901 0.123565 -0.451 -0.205 -0.194
N -5.817608 -4.206123 0.241604 0.534 0.212 -0.024
F 0.414570 -2.225996 -2.677174 0.263 -0.091 0.134
C -0.944609 -0.157415 -4.176436 1.111 -1.132 -0.808
C 0.199639 -0.813776 -4.935829 -0.647 0.743 0.481
N 1.130013 -1.178353 -5.499964 -0.274 -0.074 -0.064
C -1.848686 0.326058 -5.250259 -0.298 -0.014 0.127
N -2.553770 0.688686 -6.083447 0.446 -0.163 0.334
C -0.562005 -5.966338 2.728182 -1.195 -0.300 0.223
C 0.892246 -5.802339 2.602151 0.755 0.626 1.058
O 1.153155 -4.496764 1.981383 -0.346 -0.023 0.176
H -0.832412 -6.794077 3.394668 0.196 -0.111 -0.476
H -1.002017 -6.065051 1.749351 -0.354 -0.430 -0.331
H -1.063753 -5.116659 3.170369 0.179 0.508 0.276
H 1.357026 -6.558344 1.990711 0.139 -0.231 -0.188
H 1.356859 -5.780198 3.598865 0.114 -0.057 -0.395
H 1.969705 -4.508599 1.476393 0.516 -0.085 -0.249
C -1.077091 1.358673 -1.612244 -0.316 -0.112 -0.460
P -0.376499 0.563297 -0.076933 0.129 -0.155 -0.055
C -1.839608 0.746962 1.037434 0.668 -0.607 -0.210
C -1.742860 1.367820 2.275314 -0.203 0.725 -0.577
C -2.860693 1.393507 3.083089 -0.147 0.294 1.583
C -4.031076 0.753017 2.752120 -0.729 -0.432 -0.560
C -4.090038 0.041358 1.546500 0.273 0.081 0.759
C -2.982657 -0.003362 0.727318 0.235 1.314 1.252
C 0.742609 1.894082 0.410433 0.120 0.909 0.061
C 0.313028 3.223047 0.529599 -0.450 -0.320 0.022
C 1.160424 4.217700 0.999647 -0.817 0.041 -0.580
C 2.445534 3.879077 1.356151 0.522 -0.408 0.901
C 2.883242 2.555041 1.313231 -0.330 0.936 -0.792
C 2.063529 1.617133 0.719790 0.052 -1.562 0.317
P -0.232854 1.365012 -3.236151 -0.483 0.269 0.100
C -0.746113 2.739969 -4.245567 0.920 -0.190 0.158
C 0.114730 3.078925 -5.295966 -1.386 1.224 -0.816
C -0.279511 4.062961 -6.243274 0.007 -1.228 1.483
C -1.524203 4.661083 -6.081755 0.099 -0.516 -0.314
C -2.379639 4.255443 -5.067431 0.236 0.340 0.212
C -1.987350 3.322771 -4.122964 -0.998 0.431 -0.421
C 1.527609 1.393936 -3.033915 0.358 -0.048 0.294
C 2.097101 2.622944 -2.664072 -0.785 0.809 -0.507
C 3.390918 2.680758 -2.191153 -0.030 0.078 0.121
C 4.121531 1.506367 -2.069109 0.287 0.077 0.041
C 3.587246 0.298383 -2.480463 0.525 -0.417 -0.205
C 2.294792 0.239548 -2.965523 -0.412 -0.618 0.330
H -1.197612 2.407892 -1.336262 -0.161 0.016 -0.243
H -2.061199 0.917834 -1.780198 -0.115 0.238 0.030
H -0.890229 1.976536 2.546806 0.174 -0.213 0.023
H -2.820178 1.899606 4.054434 0.102 -0.039 -0.432
H -4.914352 0.780700 3.404765 0.537 0.040 -0.271
H -4.954126 -0.543343 1.312124 -0.452 -0.172 -0.211
H -2.985445 -0.624386 -0.106267 -0.085 -0.733 -1.433
H -0.723556 3.435755 0.270108 0.174 0.317 0.235
H 0.788348 5.237696 1.080877 0.205 -0.195 -0.018
H 3.102148 4.624955 1.770405 0.123 0.222 0.020
H 3.868948 2.318235 1.655140 0.428 -0.239 -0.030
H 2.416571 0.598338 0.522230 0.040 0.370 0.305
H 1.009183 2.534281 -5.429558 1.024 -0.304 -0.140
H 0.368467 4.259561 -7.074062 0.126 0.261 -0.237
H -1.907357 5.354258 -6.810082 0.143 0.272 -0.139
H -3.356269 4.705585 -5.016198 -0.198 -0.028 0.099
H -2.740666 3.027011 -3.409581 0.170 -0.175 0.387
H 1.508882 3.544051 -2.821447 0.409 -0.472 0.333
H 3.831731 3.628664 -1.895068 -0.132 -0.123 -0.113
H 5.124466 1.558797 -1.658882 -0.039 -0.103 -0.108
H 4.191169 -0.615555 -2.471863 -0.301 0.425 0.128
H 1.864211 -0.719384 -3.232782 0.353 0.257 0.083
```
Forces are in eV/Å.

Gap between HOMO and LUMO (alpha / beta)   6.593 / 7.002 eV
2S+1   6
E_LUMO (alpha / beta)   -0.224 / -0.209 Eh
Expectation value of S²   8.76
Total charge   +2

| no. | maximum force (eV/A) |
| --- | --- |
| 1 | 0.7 |
| 2 | 2.0 |